This record from the Open Molecules 2025 dataset describes a 2-piece molecular cluster, C3H8O2 overall at a distorted geometry. The level of theory is ωB97M-V with the def2-TZVPD basis set.

The geometry in XYZ format:
```
13
Properties=species:S:1:pos:R:3
O -1.314 -0.378 1.950
C -2.194 -0.307 1.155
H -2.220 -1.063 0.334
H -2.933 0.521 1.235
C 0.997 0.679 -0.555
O 0.162 0.686 -1.700
C 1.210 -0.752 -0.090
H 0.610 1.319 0.251
H 1.986 1.087 -0.776
H -0.268 1.552 -1.742
H 0.304 -1.340 0.052
H 1.875 -0.773 0.773
H 1.784 -1.232 -0.888
```

The total charge is +1. Its multiplicity is 2. For the HOMO-LUMO gap (alpha / beta), the calculation gives 6.5 / 3.1 eV. As for the total energy: -7323.735 eV. As for the HOMO energy (alpha / beta): -14.05 / -14.03 eV.

For reference, the Mulliken charges in units of e are: 0.13 0.14 0.35 0.35 -0.24 -0.51 -1.02 0.30 0.31 0.32 0.24 0.32 0.31

***

This record from the Open Molecules 2025 dataset describes an isolated molecule of C3H8O2P2 at a distorted geometry. The level of theory is ωB97M-V with the def2-TZVPD basis set.

The geometry in XYZ format:
```
15
Properties=species:S:1:pos:R:3
C -2.666 0.497 0.057
C -1.703 -0.620 -0.012
O -0.360 -0.202 0.365
C 0.619 -1.058 0.173
O 0.702 -2.064 -0.468
P 2.556 -0.162 0.925
P 2.852 1.266 -0.665
H -2.778 0.897 1.176
H -2.422 1.385 -0.540
H -3.746 0.129 -0.228
H -1.491 -1.014 -0.994
H -1.873 -1.431 0.651
H 3.051 -1.157 0.258
H 4.251 1.165 -0.884
H 3.008 2.370 0.185
```

For the HOMO-LUMO gap, the calculation gives 9.1 eV. As for the total energy: -25911.065 eV. As for the SMILES: CCOC(=O)[PH]#[PH2]. As for the HOMO energy: -8.43 eV.

For reference, the Mulliken charges in units of e are: -1.01 -0.23 -0.22 0.38 -0.49 0.03 -0.14 0.25 0.30 0.31 0.33 0.30 0.05 0.08 0.06

***

This record from the Open Molecules 2025 dataset describes a 2-piece molecular cluster, C3H8O2S overall at a distorted geometry. The level of theory is ωB97M-V with the def2-TZVPD basis set.

The geometry in XYZ format:
```
14
Properties=species:S:1:pos:R:3
C 0.500 -0.232 -0.007
O 1.371 0.445 0.933
C -0.823 0.681 -0.324
C -2.232 -0.109 -0.634
S -3.346 0.995 -1.666
H 0.872 -0.547 -1.015
H 0.004 -1.076 0.580
H -0.470 1.469 -1.144
H -1.021 1.282 0.592
H -2.514 -0.495 0.399
H -2.210 -1.040 -1.234
H 2.424 0.044 1.034
H 3.822 -0.927 0.868
O 3.622 -0.489 1.620
```

The total charge is -1. Its multiplicity is 2. For the HOMO-LUMO gap (alpha / beta), the calculation gives 6.7 / 4.3 eV. As for the total energy: -18168.487 eV. As for the HOMO energy (alpha / beta): -3.78 / -3.75 eV.

For reference, the Mulliken charges in units of e are: -0.28 -0.53 -0.68 -0.50 -0.18 0.24 0.17 0.32 0.30 0.31 0.32 0.33 0.17 -0.99

***

This record from the Open Molecules 2025 dataset describes a 2-piece molecular cluster, C3H8O2S2 overall at a distorted geometry. The level of theory is ωB97M-V with the def2-TZVPD basis set.

The geometry in XYZ format:
```
15
Properties=species:S:1:pos:R:3
C -1.204 1.489 -0.274
C -0.198 1.368 -1.463
C 0.303 -1.714 1.059
O 0.607 0.155 -1.371
O 1.379 0.038 -0.261
S 1.774 -2.575 0.769
S -0.157 -1.186 2.638
H -2.261 1.884 -0.649
H -1.215 0.528 0.332
H -0.852 2.247 0.361
H 0.338 2.300 -1.566
H -0.698 1.071 -2.403
H -0.537 -1.672 0.252
H 1.628 -2.476 -0.533
H 1.094 -1.457 3.110
```

For the HOMO-LUMO gap (alpha / beta), the calculation gives 9.5 / 6.5 eV. As for the total energy: -28999.843 eV. As for the HOMO energy (alpha / beta): -9.32 / -6.87 eV.

For reference, the Mulliken charges in units of e are: -0.68 -0.23 -0.25 -0.13 -0.29 -0.14 -0.10 0.28 0.06 0.29 0.28 0.23 0.37 0.15 0.15

***

This record from the Open Molecules 2025 dataset describes an isolated molecule of C3H8O2Si2 at a distorted geometry. The level of theory is ωB97M-V with the def2-TZVPD basis set.

The geometry in XYZ format:
```
15
Properties=species:S:1:pos:R:3
C -1.790 2.091 0.066
C -1.532 0.728 0.039
C -0.264 -2.132 -0.669
O 1.108 -0.273 1.426
O 1.402 0.416 -0.833
Si 2.384 0.471 0.657
Si 0.080 -0.241 -0.083
H -2.713 2.531 0.045
H -0.911 2.666 0.030
H -2.275 -0.025 0.073
H 0.536 -2.642 -1.208
H -0.456 -2.817 0.175
H -1.272 -2.007 -1.198
H 2.417 1.855 0.960
H 3.285 -0.621 0.520
```

For the HOMO-LUMO gap, the calculation gives 10.5 eV. As for the total energy: -23093.107 eV. As for the HOMO energy: -10.09 eV.

For reference, the Mulliken charges in units of e are: -0.61 -0.28 -1.04 -0.43 -0.40 0.56 0.74 0.33 0.22 0.28 0.30 0.33 0.24 -0.12 -0.12

***

This record from the Open Molecules 2025 dataset describes a 2-piece molecular cluster, C3H8O3 overall at a distorted geometry. The level of theory is ωB97M-V with the def2-TZVPD basis set.

The geometry in XYZ format:
```
14
Properties=species:S:1:pos:R:3
O 1.356 0.367 -1.167
C 1.237 0.375 0.027
C 0.436 1.309 0.882
C -0.594 0.496 1.680
O -1.113 -0.589 0.948
H 1.878 -0.306 0.628
H 1.075 1.860 1.583
H -0.010 2.043 0.196
H -0.049 0.060 2.520
H -1.361 1.181 2.045
H -1.280 -0.361 0.025
O -0.950 -1.597 -1.944
H -0.026 -1.521 -1.654
H -0.745 -2.068 -2.766
```

For the HOMO-LUMO gap, the calculation gives 10.9 eV. As for the total energy: -9382.373 eV. As for the SMILES: O=CCCO.O. As for the HOMO energy: -10.07 eV.

For reference, the Mulliken charges in units of e are: -0.47 0.07 -0.56 -0.42 -0.48 0.30 0.35 0.30 0.35 0.26 0.32 -0.61 0.30 0.29

***

This record from the Open Molecules 2025 dataset describes a 2-piece molecular cluster, C3H8O3S overall at a distorted geometry. The level of theory is ωB97M-V with the def2-TZVPD basis set.

The geometry in XYZ format:
```
15
Properties=species:S:1:pos:R:3
C 1.685 -0.004 -0.637
C -0.920 0.641 0.834
C 0.355 -0.649 -0.473
O -2.614 0.711 -1.146
O -2.512 -1.387 0.235
O 0.305 -1.944 -0.100
S -2.353 0.025 0.071
H 1.660 0.950 -1.033
H 2.364 -0.524 -1.257
H 2.400 0.114 0.292
H -0.988 0.561 1.980
H -0.633 1.673 0.535
H -0.265 -0.460 -1.219
H -0.539 -2.304 -0.396
H -3.487 0.469 0.855
```

For the HOMO-LUMO gap, the calculation gives 9.9 eV. As for the total energy: -20214.504 eV. As for the HOMO energy: -9.35 eV.

For reference, the Mulliken charges in units of e are: -1.30 -0.60 -0.19 -0.57 -0.61 -0.50 0.80 0.39 0.41 0.28 0.32 0.32 0.77 0.38 0.09

***

This record from the Open Molecules 2025 dataset describes C3H8O3Si as an isolated structure at a distorted geometry. The level of theory is ωB97M-V with the def2-TZVPD basis set.

The geometry in XYZ format:
```
15
Properties=species:S:1:pos:R:3
C 0.817 0.382 -0.165
C -0.062 -0.614 -0.179
C 2.302 0.043 0.098
O -2.500 1.567 -0.420
O -2.936 -0.159 1.469
O -3.212 -1.056 -0.865
Si -2.320 0.008 -0.020
H 0.615 1.358 -0.078
H 0.012 -1.715 -0.070
H 2.526 -0.998 0.531
H 2.632 0.765 0.696
H 2.729 0.128 -0.949
H -2.063 1.989 -1.091
H -2.911 0.522 2.034
H -3.137 -2.039 -0.716
```

For the HOMO-LUMO gap, the calculation gives 9.5 eV. As for the total energy: -17262.230 eV. As for the HOMO energy: -8.97 eV.

For reference, the Mulliken charges in units of e are: -0.07 -0.57 -1.10 -0.44 -0.44 -0.48 0.60 0.47 0.25 0.27 0.37 0.25 0.31 0.27 0.31